Record 1
ORCA calculation (ωB97M-V/def2-TZVPD) on a cluster of 2 separate species, CH4F2OSi in total.

The geometry in XYZ format:
```
9
Properties=species:S:1:pos:R:3:lowdin_charge:R:1
C -1.650 0.149 -0.378 -0.310
O -0.501 0.913 -0.223 -0.350
F 2.835 0.831 0.109 -0.126
F 1.894 -1.418 -0.451 -0.133
Si 1.677 -0.149 0.502 0.711
H -1.273 -0.733 -0.925 0.062
H -2.223 0.643 -1.104 0.040
H -2.433 -0.073 0.484 0.104
H 1.675 -0.162 1.987 0.004
```

DFT total energy in eV: -16462.051
Gap between HOMO and LUMO in eV: 8.68
Energy relative to the best compared isomer or geometry (same formula, charge and spin) in kJ/mol: 363.7



Record 2
ORCA calculation (ωB97M-V/def2-TZVPD) on a cluster of 2 separate species, C3H4 in total.

The geometry in XYZ format:
```
7
Properties=species:S:1:pos:R:3:lowdin_charge:R:1
C -0.620 0.579 -1.908 -0.078
C -0.271 0.234 -0.817 -0.052
C 0.313 -0.529 1.202 0.094
H -0.732 1.279 -2.625 -0.040
H -0.549 -1.051 1.479 -0.018
H 1.409 -0.962 0.978 0.082
H 0.451 0.450 1.692 0.012
```

DFT total energy in eV: -3170.159
Gap between HOMO and LUMO in eV: 9.91
Energy relative to the best compared isomer or geometry (same formula, charge and spin) in kJ/mol: 356.1



Record 3
ORCA calculation (ωB97M-V/def2-TZVPD) on a cluster of 2 separate species, C7H10 in total.

The geometry in XYZ format:
```
17
Properties=species:S:1:pos:R:3:lowdin_charge:R:1
C 2.068 -1.145 1.080 0.024
C 1.125 -1.211 0.145 -0.159
C 0.130 -0.158 0.129 -0.289
C 0.012 1.174 0.247 -0.023
C -1.503 1.089 0.299 -0.199
C -2.048 0.278 -0.867 -0.059
C -1.350 -0.411 0.259 -0.197
H 2.175 -0.203 1.610 0.068
H 2.632 -2.002 1.421 0.055
H 2.012 0.512 -1.630 0.049
H 0.923 -2.105 -0.446 0.111
H 0.709 2.009 0.235 0.094
H 1.705 1.184 -1.702 0.051
H -2.149 1.638 0.971 0.125
H -1.549 0.315 -1.837 0.109
H -3.127 0.149 -0.891 0.099
H -1.768 -1.113 0.975 0.142
```

DFT total energy in eV: -7416.423
Structure (SMILES): C=CC1=C[C@H]2C[C@@H]12.[H][H]
Gap between HOMO and LUMO in eV: 9.25
Energy relative to the best compared isomer or geometry (same formula, charge and spin) in kJ/mol: 445.0



Record 4
ORCA calculation (ωB97M-V/def2-TZVPD) on an isolated molecule of C25H29N3O2.

The geometry in XYZ format:
```
59
Properties=species:S:1:pos:R:3:lowdin_charge:R:1
C 1.425 -1.282 2.422 -0.017
N 2.577 -1.162 1.496 -0.063
C 3.911 -1.134 2.163 -0.130
C 5.102 -1.343 1.239 -0.159
C 4.885 -0.566 -0.044 -0.138
N 3.516 -0.694 -0.611 -0.083
C 3.378 -0.197 -2.005 -0.014
C 2.449 -1.057 0.141 -0.187
C 1.135 -1.356 -0.559 -0.022
H 0.584 -1.920 2.051 0.107
H 1.803 -1.754 3.336 0.082
H 1.011 -0.292 2.748 0.100
H 4.072 -0.141 2.646 0.139
H 3.900 -1.920 2.942 0.128
H 5.952 -0.869 1.721 0.115
H 5.425 -2.376 1.108 0.120
H 5.078 0.503 0.197 0.140
H 5.558 -0.914 -0.849 0.128
H 2.700 -0.800 -2.673 0.114
H 3.042 0.871 -2.053 0.106
H 4.405 -0.180 -2.399 0.082
H 1.290 -2.114 -1.389 0.116
H 0.405 -1.708 0.177 0.089
C -1.353 3.967 4.011 -0.092
N -1.705 3.671 2.625 -0.246
C -2.956 4.305 2.116 -0.068
C -1.166 2.501 2.048 -0.262
C -2.011 1.384 1.903 -0.007
C -1.640 0.330 1.088 -0.019
C -0.473 0.499 0.304 -0.205
C -0.184 -0.259 -0.929 -0.166
C -1.295 -0.946 -1.549 -0.104
C -1.054 -2.075 -2.440 -0.338
O -0.044 -2.772 -2.567 -0.007
C -2.334 -2.264 -3.189 -0.097
C -3.265 -1.290 -2.788 -0.108
C -4.507 -1.141 -3.391 -0.013
C -4.842 -2.082 -4.362 -0.089
C -3.930 -3.074 -4.777 -0.082
C -2.649 -3.150 -4.210 -0.017
C -2.671 -0.401 -1.762 -0.320
O -3.191 0.577 -1.212 0.035
C 0.535 1.342 0.809 -0.069
C 0.175 2.412 1.595 -0.017
H -0.391 3.477 4.280 0.086
H -1.269 5.079 4.118 0.084
H -2.159 3.550 4.659 0.083
H -2.958 4.152 1.025 0.091
H -3.886 3.862 2.548 0.078
H -2.977 5.401 2.343 0.083
H -3.003 1.349 2.346 0.120
H -2.272 -0.553 0.962 0.127
H 0.574 0.147 -1.704 0.150
H -5.193 -0.341 -3.106 0.118
H -5.822 -2.043 -4.819 0.092
H -4.214 -3.796 -5.546 0.096
H -1.904 -3.879 -4.514 0.111
H 1.580 1.236 0.496 0.111
H 0.848 3.230 1.780 0.107
```

DFT total energy in eV: -34956.646
Gap between HOMO and LUMO in eV: 6.26
Energy relative to the best compared isomer or geometry (same formula, charge and spin) in kJ/mol: 582.5



Record 5
ORCA calculation (ωB97M-V/def2-TZVPD) on a cluster of 2 separate species, C4H6O2 in total.

The geometry in XYZ format:
```
12
Properties=species:S:1:pos:R:3:lowdin_charge:R:1
C -1.946 -0.283 1.029 -0.102
C -0.675 0.287 0.448 -0.161
C -0.539 0.613 -0.816 -0.221
O -0.395 0.892 -1.945 0.152
C 2.570 -0.187 -0.033 -0.130
O 2.497 0.529 0.936 -0.012
H -2.444 0.445 1.679 0.072
H -2.651 -0.573 0.245 0.076
H -1.727 -1.173 1.627 0.071
H 1.735 -0.850 -0.329 0.078
H 0.191 0.487 1.076 0.091
H 3.468 -0.207 -0.677 0.086
```

DFT total energy in eV: -8338.278
Structure (SMILES): CC=C=O.C=O
Gap between HOMO and LUMO in eV: 9.46
Energy relative to the best compared isomer or geometry (same formula, charge and spin) in kJ/mol: 210.6



Record 6
ORCA calculation (ωB97M-V/def2-TZVPD) on a cluster of 2 separate species, C24H24F3NO3S in total.

The geometry in XYZ format:
```
56
Properties=species:S:1:pos:R:3:lowdin_charge:R:1
C 0.234 1.043 -6.351 -0.063
O -0.799 0.927 -5.357 -0.088
C -0.595 0.177 -4.242 -0.260
C -1.538 0.351 -3.200 0.018
C -1.309 -0.201 -1.962 -0.020
C -0.166 -0.984 -1.677 -0.168
C 0.066 -1.379 -0.290 -0.102
N 1.128 -2.159 0.021 -0.201
C 1.058 -3.354 0.866 -0.028
C 2.452 -1.746 -0.414 -0.074
C 0.678 -1.294 -2.790 -0.023
C 0.501 -0.701 -4.035 -0.012
H -0.157 1.786 -7.046 0.091
H 1.184 1.401 -5.929 0.099
H 0.384 0.093 -6.879 0.091
H -2.419 0.959 -3.391 0.126
H -2.029 -0.022 -1.172 0.075
H -0.830 -1.523 0.320 0.098
H 2.004 -3.472 1.409 0.085
H 0.244 -3.294 1.598 0.092
H 0.914 -4.272 0.271 0.093
H 3.170 -1.942 0.392 0.086
H 2.794 -2.332 -1.279 0.080
H 2.450 -0.675 -0.651 0.102
H 1.466 -2.047 -2.716 0.097
H 1.184 -0.918 -4.868 0.110
F 3.776 5.360 1.132 0.109
C 4.000 4.216 1.854 -0.516
F 5.182 3.693 1.399 0.102
F 4.237 4.588 3.150 0.116
C 2.877 3.218 1.718 -0.137
C 3.145 1.852 1.740 -0.014
C 2.105 0.933 1.593 -0.039
C 0.775 1.331 1.309 -0.239
C -0.242 0.274 1.172 -0.192
S -1.852 0.923 1.578 0.676
C -2.853 -0.469 2.125 -0.274
C -3.518 -1.238 1.168 -0.069
C -4.271 -2.348 1.566 -0.072
C -4.364 -2.678 2.920 -0.081
C -3.730 -1.885 3.883 -0.072
C -2.977 -0.775 3.489 -0.050
O -1.751 1.696 2.794 -0.314
O -2.515 1.495 0.426 -0.318
C 0.540 2.732 1.294 -0.017
C 1.569 3.654 1.505 -0.001
H 4.176 1.515 1.858 0.121
H 2.335 -0.125 1.767 0.105
H -0.112 -0.515 1.942 0.103
H -3.448 -0.961 0.116 0.102
H -4.778 -2.941 0.801 0.108
H -4.927 -3.559 3.225 0.104
H -3.817 -2.130 4.946 0.108
H -2.495 -0.145 4.237 0.114
H -0.467 3.147 1.174 0.106
H 1.329 4.718 1.492 0.125
```

DFT total energy in eV: -51894.598
Gap between HOMO and LUMO in eV: 7.27
Energy relative to the best compared isomer or geometry (same formula, charge and spin) in kJ/mol: 0.0



Record 7
ORCA calculation (ωB97M-V/def2-TZVPD) on a cluster of 2 separate species, C6H14N2O2 in total.

The geometry in XYZ format:
```
24
Properties=species:S:1:pos:R:3:lowdin_charge:R:1
C -0.566 -2.313 2.232 -0.006
C 2.907 -1.017 1.229 -0.062
C 0.534 -1.570 1.562 -0.537
O 0.309 -0.973 0.504 0.006
N 1.827 -1.645 1.995 0.004
H -0.423 -3.389 2.157 0.089
H 2.010 -2.016 2.911 0.129
H 2.579 -0.137 0.676 0.076
H -0.547 -2.125 3.317 0.085
H -1.529 -1.937 1.917 0.082
H 3.567 -0.520 1.937 0.081
H 3.339 -1.781 0.597 0.085
C -2.848 0.851 -1.500 -0.073
C 0.587 2.339 -1.908 0.002
C -0.908 2.147 -2.023 -0.572
O -1.623 3.029 -2.483 0.025
N -1.399 0.909 -1.750 0.015
H -0.814 0.271 -1.229 0.094
H -3.227 -0.166 -1.540 0.077
H 1.126 1.409 -1.776 0.067
H -3.110 1.446 -0.637 0.081
H -3.337 1.307 -2.369 0.080
H 0.916 2.873 -2.788 0.078
H 0.630 3.005 -1.032 0.094
```

DFT total energy in eV: -13524.772
Structure (SMILES): CNC(C)=O.CNC(C)=O
Gap between HOMO and LUMO in eV: 9.72
Energy relative to the best compared isomer or geometry (same formula, charge and spin) in kJ/mol: 82.2



Q: Which value of energy relative to the best compared isomer or geometry (same formula, charge and spin) does entry 5 give?
A: 210.6 kJ/mol